1.
2 unconnected molecules or ions with the total composition C10H16O in a non-equilibrium geometry, computed with wB97M-V/def2-TZVPD.

Output
Gap between HOMO and LUMO (alpha / beta): 10.12 / 6.46 eV
Relative energy (zero: lowest compared OMol25 entry of this formula, charge and spin): 11.9 kcal/mol
Net charge: +1
Spin multiplicity: 2

Element x y z (Å)
C: -1.06993 -1.86276 2.85066
C: -0.28682 -0.56078 0.85261
C: -1.20904 -1.49025 1.42453
C: -0.44082 -0.17968 -0.44558
C: -2.18090 -2.15648 0.63026
C: -1.42695 -0.86998 -1.21846
C: -2.32668 -1.80785 -0.68301
O: -1.56616 -0.55780 -2.49374
H: 0.47424 -0.17637 1.50720
H: 0.10873 0.67792 -0.83937
H: -0.44416 -2.74741 2.97764
H: -2.02131 -2.04929 3.35342
H: -2.80832 -2.91221 1.08963
H: -3.07923 -2.26620 -1.30722
H: -0.70332 -0.40555 -2.94175
H: -0.61294 -1.06995 3.45168
C: 2.52430 2.21982 -0.40464
C: 2.45412 3.65208 -0.93631
C: 3.73510 1.97770 0.48312
H: 1.59292 1.92826 0.08783
H: 2.62668 1.53553 -1.24258
H: 1.45978 3.96946 -1.25466
H: 3.81795 2.75869 1.25234
H: 3.65874 1.07880 1.08668
H: 4.64274 2.01480 -0.11701
H: 2.83472 4.35582 -0.17914
H: 3.22345 3.76365 -1.70419

Force components x, y, z for each atom (eV/Å):
-0.19 0.71 0.84
-0.69 -0.25 -0.15
0.58 -0.74 0.29
0.18 -0.17 0.67
-0.12 0.49 -0.35
0.29 1.29 -0.74
-0.27 -0.55 0.81
0.49 -0.78 -0.46
0.14 0.43 -0.01
0.00 -0.52 -0.23
0.04 -0.19 -0.16
-0.09 -0.28 -0.35
0.01 0.11 -0.07
0.08 0.04 -0.19
-0.63 0.47 0.38
0.19 -0.05 -0.31
-0.08 -0.12 -0.15
0.94 0.19 0.57
-0.20 0.78 0.73
0.00 0.21 0.32
-0.17 -0.18 -0.34
0.25 -0.06 -0.22
0.00 0.09 -0.31
0.18 -0.49 -0.38
0.10 -0.25 0.16
-0.56 -0.18 0.09
-0.46 0.02 -0.44

***

2.
7 unconnected molecules or ions with the total composition BH16O6 in a non-equilibrium geometry, computed with wB97M-V/def2-TZVPD.

Output
Gap between HOMO and LUMO: 9.12 eV
Relative energy (zero: lowest compared OMol25 entry of this formula, charge and spin): 36.6 kcal/mol
Net charge: -1

Element x y z (Å)
B: 0.05816 -0.10623 0.68136
H: -0.21143 -1.11222 0.01038
H: -0.83336 -0.29903 1.55428
H: 1.20792 -0.32996 1.35828
H: 0.14644 1.05034 0.03027
O: 0.70950 -3.64699 1.83637
H: 0.02459 -4.44202 1.92622
H: 0.26329 -3.10408 1.22181
O: 0.48254 3.72876 -1.66405
H: 0.88166 3.04076 -0.94811
H: -0.31908 3.98373 -1.45078
O: -2.90577 -0.01926 -0.79723
H: -3.15565 0.88122 -0.67952
H: -2.29306 -0.31746 -0.05721
O: 2.54274 0.05494 -1.55049
H: 2.05046 0.03773 -0.62220
H: 1.96640 -0.01354 -2.31455
O: -1.81516 -1.27823 -3.19205
H: -2.01990 -1.00326 -2.28045
H: -0.90980 -1.28189 -3.11398
O: 1.24105 1.70531 3.51398
H: 0.84808 1.34616 2.72973
H: 2.04037 1.12521 3.80791

Force components x, y, z for each atom (eV/Å):
0.89 -0.12 0.92
0.51 0.34 -0.55
0.27 1.00 -0.25
-1.33 0.31 -1.08
-0.43 -1.49 0.85
-1.66 -4.00 1.42
2.35 2.56 -0.19
-0.64 1.55 -1.22
8.11 -4.08 0.34
-1.99 2.45 -2.50
-6.13 1.53 2.15
0.87 -2.05 0.74
0.14 0.90 0.44
-0.81 1.07 -1.04
-0.10 0.08 2.59
0.68 -0.10 -3.19
-0.62 0.01 0.68
-2.83 0.06 0.44
-0.76 0.23 -0.23
3.54 -0.19 -0.27
2.49 -0.49 2.14
-0.03 -0.94 -0.84
-2.51 1.37 -1.35

***

3.
A gas-phase ion, C25H35N2 (charge +1), computed with wB97M-V/def2-TZVPD.

Output
Gap between HOMO and LUMO: 9.71 eV
Relative energy (zero: lowest compared OMol25 entry of this formula, charge and spin): 0.0 kcal/mol
Structure (SMILES): c1ccc(CCN(Cc2ccccc2)[C@H]2CC[N@H+](C3CCCC3)CC2)cc1
Net charge: +1

Element x y z (Å)
C: -1.93241 4.19310 -0.40094
C: -1.98634 3.26574 0.62448
C: -0.84777 2.56502 0.98529
C: 0.35518 2.77751 0.32752
C: 1.58843 1.99049 0.67735
C: 1.94465 0.97257 -0.41570
N: 1.00640 -0.16260 -0.44424
C: 0.02384 0.00797 -1.53620
C: 0.60598 0.18433 -2.91917
C: 1.15859 -0.87909 -3.62337
C: 1.70430 -0.68366 -4.88024
C: 1.70075 0.57596 -5.45360
C: 1.13772 1.63887 -4.76844
C: 0.59498 1.44346 -3.51094
C: 1.68447 -1.47587 -0.36029
C: 2.38612 -1.60347 1.00524
C: 1.34551 -1.66479 2.13719
N: 0.00689 -1.37812 1.58307
C: -0.98921 -0.98706 2.61562
C: -1.30360 -2.10584 3.62825
C: -2.83118 -2.14055 3.73755
C: -3.30423 -1.71855 2.35029
C: -2.34295 -0.58173 2.00404
C: -0.38262 -2.48124 0.68255
C: 0.68730 -2.64261 -0.41000
C: 0.40321 3.72495 -0.68939
C: -0.73207 4.42687 -1.05212
H: -2.81777 4.74071 -0.68366
H: -2.91453 3.09166 1.14801
H: -0.89034 1.85879 1.80216
H: 1.45429 1.48244 1.63494
H: 2.43217 2.67574 0.77728
H: 2.96264 0.61362 -0.25992
H: 1.94110 1.47925 -1.38392
H: -0.66501 -0.83695 -1.53512
H: -0.54883 0.90487 -1.28162
H: 1.15542 -1.87498 -3.20500
H: 2.12787 -1.52054 -5.41417
H: 2.12621 0.72591 -6.43349
H: 1.11868 2.62195 -5.21309
H: 0.14435 2.27441 -2.98588
H: 2.42629 -1.59016 -1.16184
H: 2.98880 -2.51083 0.99703
H: 3.06856 -0.77432 1.17630
H: 1.57221 -0.92406 2.90510
H: 1.33375 -2.64595 2.61585
H: 0.21942 -0.55540 0.86358
H: -0.54176 -0.13153 3.13015
H: -0.83342 -1.92069 4.59190
H: -0.94604 -3.06845 3.26664
H: -3.19798 -3.12184 4.02788
H: -3.16999 -1.41654 4.47800
H: -3.20872 -2.54846 1.64922
H: -4.34081 -1.39159 2.34733
H: -2.69018 0.32753 2.49409
H: -2.27977 -0.37045 0.93763
H: -1.34946 -2.24073 0.24257
H: -0.49112 -3.40527 1.25258
H: 1.25521 -3.56022 -0.25432
H: 0.21679 -2.73092 -1.38713
H: 1.34003 3.91941 -1.19198
H: -0.68000 5.16194 -1.84086

Force components x, y, z for each atom (eV/Å):
-0.09 0.01 0.00
-0.12 -0.01 -0.01
0.09 0.01 -0.03
0.02 0.00 0.18
0.11 -0.02 -0.32
0.18 0.28 0.34
0.07 0.06 -0.16
-0.14 0.09 -0.24
-0.06 0.01 0.04
-0.01 0.02 0.04
0.06 -0.09 -0.03
0.01 0.03 -0.03
0.03 0.05 -0.05
-0.07 -0.08 0.01
0.35 -0.33 -0.15
-0.01 0.16 -0.18
0.53 -0.08 0.29
-0.02 0.29 0.02
-0.25 0.21 0.29
-0.01 0.03 0.14
0.01 -0.08 -0.12
-0.03 0.11 0.13
-0.06 -0.15 -0.09
-0.26 -0.44 -0.35
0.09 0.21 -0.16
-0.03 -0.02 0.07
0.04 0.02 -0.06
-0.09 0.06 -0.02
-0.10 0.00 0.05
0.01 -0.10 0.11
0.05 -0.01 0.07
0.04 -0.01 0.09
-0.06 -0.02 -0.06
0.09 -0.09 0.08
-0.05 0.02 0.08
-0.03 -0.15 -0.05
-0.01 -0.12 0.05
0.04 -0.07 -0.06
0.04 0.01 -0.10
0.00 0.09 -0.06
-0.04 0.06 0.06
-0.08 0.01 0.08
-0.01 0.02 -0.01
0.02 -0.02 0.00
-0.14 -0.03 -0.02
-0.12 0.06 0.01
-0.21 -0.20 0.37
0.06 -0.08 -0.14
0.11 -0.06 -0.01
0.07 -0.07 0.00
-0.03 -0.01 0.10
-0.04 0.02 0.06
-0.01 -0.06 -0.06
-0.07 -0.03 -0.08
0.06 0.07 -0.02
0.02 0.13 -0.08
0.03 0.04 0.09
-0.04 0.13 0.04
0.00 0.03 -0.01
-0.03 -0.04 0.03
0.12 0.03 -0.08
0.00 0.08 -0.07

***

4.
A single CH4NO2P molecule in a non-equilibrium geometry, computed with wB97M-V/def2-TZVPD.

Output
Gap between HOMO and LUMO: 9.93 eV
Relative energy (zero: lowest compared OMol25 entry of this formula, charge and spin): 25.4 kcal/mol
Net charge: 0

Element x y z (Å)
C: 0.93845 -1.14511 0.38271
N: -1.24336 1.35345 -0.23424
O: -0.28386 -1.35743 -0.20214
O: 1.23708 0.15311 -0.07948
P: -0.19042 0.28630 -0.98646
H: 1.05040 -1.16861 1.55925
H: 1.53594 -1.89218 -0.00691
H: -1.00758 2.11721 0.38398
H: -2.03664 1.65326 -0.81672

Force components x, y, z for each atom (eV/Å):
-0.16 0.61 2.80
-0.21 0.48 -0.14
-1.83 2.05 -0.61
-0.63 1.42 -0.53
0.39 -2.57 0.51
-0.73 0.07 -1.95
2.15 -1.26 -0.70
0.25 -0.43 0.51
0.76 -0.37 0.10